Density functional theory data (wB97M-V/def2-TZVPD) for a cluster of 11 separate species, C10H43N2O11 in total at a distorted geometry.

## Properties
Largest force on an atom   4.16 eV Å⁻¹
E_HOMO   -1.87 eV
Gap between HOMO and LUMO   3.9 eV
Calculated total energy   -1343.75490 Eh
LUMO   2.0 eV

ORCA input file:
```
! wB97M-V def2-TZVPD RIJCOSX def2/J DEFGRID3
* xyz -1 1
C -2.96614 -1.34115 2.13139
C -1.80613 -2.23821 2.62678
O -1.84499 -3.67924 2.65578
H -3.45051 -1.60088 1.19010
H -2.56600 -0.34791 1.92778
H -3.79644 -1.21705 2.82659
H -1.57069 -1.90760 3.63839
H -0.90958 -1.79329 2.19511
C -0.97185 0.06860 -6.31450
C -0.30355 -0.69061 -7.46574
C 0.56632 0.26753 -8.28327
O 1.66767 0.94273 -7.74270
C 2.28636 2.12873 -8.29348
N 0.44187 -1.80256 -7.02955
H -0.21872 0.36218 -5.58325
H -1.63068 -0.53394 -5.68920
H -1.63231 0.85519 -6.67938
H -1.04057 -1.11414 -8.14802
H -0.09335 1.06921 -8.61530
H 0.68700 -0.12387 -9.29338
H 3.37284 2.13247 -8.20598
H 1.85262 3.02111 -7.84221
H 2.18082 2.18474 -9.37691
H 1.28639 -1.40589 -6.64280
H 0.77427 -2.33992 -7.81749
C 2.88277 4.70065 0.03953
C 4.05723 3.88951 0.54330
C 5.31418 4.62613 1.08391
O 4.91305 5.70283 1.93250
C 4.90276 6.95704 1.22506
N 3.50654 3.07073 1.65069
H 2.04378 4.01041 -0.04859
H 3.05517 5.07214 -0.97062
H 2.43816 5.35882 0.78600
H 4.45256 3.12540 -0.12600
H 5.95882 4.91532 0.25390
H 5.91959 3.91664 1.64801
H 4.53121 7.77700 1.83966
H 4.16788 7.01467 0.42210
H 5.88385 7.28399 0.88061
H 2.96852 2.28132 1.32289
H 2.73446 3.54090 2.10117
O 2.83949 -8.50055 2.79901
H 3.57770 -8.91478 2.35213
H 2.35371 -8.05969 2.10195
O -4.90333 5.61936 2.90797
H -5.51690 6.28957 2.60701
H -5.34159 4.78994 2.71769
O -8.97759 -3.57713 4.11347
H -9.46664 -2.96644 3.56199
H -9.64401 -4.16349 4.47167
O 3.04581 -2.67043 6.88396
H 2.61982 -1.87320 7.19889
H 3.90287 -2.37809 6.57378
O -6.22739 -0.29434 7.94302
H -6.93719 0.34662 7.98282
H -6.37427 -0.76443 7.12224
O 1.54860 -5.72742 -1.56647
H 1.00258 -5.26118 -0.93345
H 0.95053 -5.95329 -2.27887
O -4.21859 -7.94325 -0.46102
H -3.91144 -7.92791 -1.36748
H -3.64576 -7.32811 -0.00311
O -2.01896 -2.56437 9.99932
H -2.94171 -2.36923 9.83597
H -1.76095 -1.94792 10.68463
*
```


Density functional theory data (wB97M-V/def2-TZVPD) for a structure of composition C10H43N3O9 at a distorted geometry.

## Properties
Largest force on an atom   8.41 eV Å⁻¹
E_HOMO   -8.97 eV
Relative energy (zero: lowest compared OMol25 entry of this formula, charge and spin)   1.4198 eV
Gap between HOMO and LUMO   9.3 eV
Calculated total energy   -1248.10299 Eh
LUMO   0.4 eV

ORCA input file:
```
! wB97M-V def2-TZVPD RIJCOSX def2/J DEFGRID3
* xyz 0 1
N -0.20837 0.39130 0.32299
H -1.20918 0.62340 0.37540
H -0.01453 -0.51021 -0.10495
H 0.22002 0.37632 1.24814
H 0.34123 1.10507 -0.24632
C -4.80059 2.48037 1.03017
C -4.28442 1.08714 0.66256
O -2.90754 0.94220 0.74208
H -5.89132 2.49626 1.05317
H -4.41366 3.21481 0.32154
H -4.42518 2.78733 2.00823
H -4.69448 0.77150 -0.31497
H -4.85146 0.35338 1.27146
O -1.38588 -0.90775 -2.05735
H -1.99916 -1.28767 -1.40510
H -1.14459 -1.62146 -2.65817
O 0.04640 0.13180 3.10813
H -0.91248 0.04812 3.26189
H 0.47997 -0.03466 3.95042
O -2.90385 -1.05578 0.25141
H -2.98904 -0.07479 0.30233
H -3.42204 -1.38881 0.98909
O -1.49165 3.45808 0.99212
H -0.86213 3.38034 1.71623
H -1.89708 2.56678 0.91530
O -2.66260 -0.18176 2.61716
H -3.47482 -0.69519 2.63309
H -2.75779 0.42674 1.84375
O -2.03748 1.77071 -2.24142
H -2.59931 1.75964 -1.44132
H -1.86392 0.83179 -2.41593
C 1.43251 2.67807 -3.85322
C 1.75656 2.03816 -2.53348
C 3.11606 2.40420 -1.93778
O 4.18691 2.04442 -2.79114
C 4.54987 0.69340 -2.65284
N 0.69073 2.29294 -1.52412
H 2.14626 2.39385 -4.62989
H 1.51599 3.77057 -3.80879
H 0.41134 2.47395 -4.17449
H 1.74382 0.94000 -2.61487
H 3.26641 1.98756 -0.93815
H 3.10473 3.49310 -1.82220
H 5.07315 0.53652 -1.70266
H 5.28845 0.42276 -3.40838
H 3.72143 -0.01080 -2.76196
H -0.20362 2.33572 -2.02897
H 0.88502 3.27862 -1.32339
C 0.13770 -3.89330 2.11439
C 1.64756 -3.88241 2.05903
C 2.27008 -2.50066 1.79410
O 1.74639 -1.93417 0.62267
C 2.36545 -2.35015 -0.57175
N 2.19278 -4.50444 3.27625
H -0.28025 -3.60870 3.07974
H -0.27037 -4.87703 1.85575
H -0.31974 -3.30676 1.30843
H 1.97972 -4.55378 1.26186
H 3.34748 -2.68415 1.70347
H 2.18695 -1.88725 2.69124
H 1.75397 -2.05059 -1.42107
H 2.57474 -3.42075 -0.62019
H 3.31475 -1.81360 -0.68905
H 2.03331 -5.50428 3.21542
H 1.65079 -4.24604 4.09493
*
```


Density functional theory data (wB97M-V/def2-TZVPD) for a structure of composition C10H4BrLuNO5 at a distorted geometry.

## Properties
Largest force on an atom   10.60 eV Å⁻¹
E_HOMO   -19.17 eV
Gap between HOMO and LUMO   4.6 eV
Calculated total energy   -4622.72591 Eh
LUMO   -14.6 eV

ORCA input file:
```
! wB97M-V def2-TZVPD RIJCOSX def2/J DEFGRID3
* xyz 3 1
O 0.00333 3.11349 -2.97280
C 0.00261 1.97911 -2.57139
Lu 0.00328 -0.23758 -1.53321
O 0.00295 -1.86410 -4.56052
C 0.00306 -1.38338 -3.51609
C 0.00630 -2.56793 -0.93111
O 0.00190 -3.68536 -0.52888
C -2.04289 -0.70646 -1.61196
O -3.19051 -0.79031 -1.57087
C 2.04929 -0.70803 -1.61097
O 3.19691 -0.78987 -1.57151
Br -0.85669 -1.27014 4.33333
C -0.35722 -0.14364 2.90444
C 0.02448 1.17206 3.12470
C 0.39021 1.96011 2.05091
C 0.37210 1.42179 0.78294
N 0.00551 0.17485 0.59204
C -0.36279 -0.63568 1.58757
H 0.03242 1.56354 4.13153
H 0.69739 3.00901 2.19918
H 0.68433 2.07142 -0.11667
H -0.66595 -1.68290 1.38932
*
```


Density functional theory data (wB97M-V/def2-TZVPD) for a structure of composition C10H58O24Sr at a distorted geometry.

## Properties
Largest force on an atom   3.79 eV Å⁻¹
E_HOMO   -14.24 eV
Gap between HOMO and LUMO   9.6 eV
Calculated total energy   -2251.86979 Eh
LUMO   -4.6 eV

ORCA input file:
```
! wB97M-V def2-TZVPD RIJCOSX def2/J DEFGRID3
* xyz 2 1
Sr -0.47618 0.19922 0.45934
O 0.19339 1.97856 -3.94591
H -0.04157 1.50320 -4.74281
H 0.04697 2.89910 -4.16358
O -2.45718 -0.99353 1.50416
H -2.76925 -1.82141 1.13886
H -3.03605 -0.82600 2.24785
O -2.03802 -0.58404 -1.41902
H -2.89052 -0.78429 -1.80551
H -1.42659 -0.62019 -2.15460
O 0.09538 -0.58189 2.73895
H -0.08421 -1.49690 2.95513
H 0.55183 -0.23892 3.50724
O -0.87220 -2.02399 5.49092
H -0.65826 -1.85195 4.57393
H -0.05556 -1.86035 5.96266
O -0.29979 2.35396 -0.90078
H 0.32078 3.05259 -1.10822
H -0.95859 2.40471 -1.59334
O -1.36247 -1.62850 -3.94884
H -1.79933 -2.46779 -3.80398
H -1.33525 -1.53330 -4.90091
O -0.11755 -4.15949 -2.15561
H 0.46414 -3.59219 -2.66161
H 0.45158 -4.56396 -1.50084
O 3.19309 2.26684 0.45274
H 3.33782 2.76780 -0.34996
H 3.85669 2.59168 1.06129
O 0.65147 0.01409 -2.14406
H 0.92234 -0.69237 -2.73039
H 0.69855 0.80413 -2.68244
O 0.68331 2.23323 1.96184
H 0.81478 2.44302 2.88647
H 0.57726 3.08367 1.53553
O 2.14529 -0.26238 0.23854
H 2.20345 0.66287 0.47680
H 2.86146 -0.67909 0.71779
O -0.00666 -2.20237 0.12227
H 0.73286 -2.71693 -0.20110
H -0.78034 -2.68640 -0.16647
O -2.62346 1.62313 0.45859
H -3.05417 1.58565 1.31259
H -2.94192 2.43529 0.06463
C -2.49924 4.90404 -0.18756
C -2.56031 6.47571 -0.49725
O -2.09044 6.64636 -1.79287
O -3.28387 4.04935 -1.04234
H -2.98311 4.68791 0.76494
H -1.45053 4.61078 -0.13965
H -2.24542 7.08985 0.34642
H -3.62555 6.65420 -0.35061
H -2.25589 7.54622 -2.08352
H -3.63235 4.57536 -1.76586
C 5.80225 1.00555 -2.24957
C 4.32867 1.10608 -2.81316
O 4.09369 2.42747 -3.25829
O 6.28709 -0.33904 -2.10240
H 5.77493 1.47609 -1.26674
H 6.46943 1.62139 -2.85265
H 3.71836 0.87116 -1.94114
H 4.16536 0.47523 -3.68692
H 3.23495 2.48066 -3.68413
H 7.22210 -0.29422 -1.88948
C 2.93865 -2.98926 -3.66146
C 3.34366 -2.54315 -2.28204
O 3.01380 -3.53613 -1.32838
O 1.55343 -2.80380 -3.89530
H 3.16848 -4.03551 -3.86305
H 3.48675 -2.41850 -4.41108
H 2.75082 -1.65853 -2.04948
H 4.36270 -2.15907 -2.23592
H 3.73263 -4.15629 -1.47083
H 1.12525 -3.26524 -4.62010
C -5.87728 0.09436 3.21876
C -5.52802 1.59819 3.66832
O -4.65768 2.28286 2.71807
O -4.69870 -0.71106 2.96608
H -6.39868 0.08075 2.26166
H -6.42475 -0.35390 4.04788
H -5.06083 1.51019 4.64918
H -6.47988 2.10891 3.81400
H -4.02476 2.76775 3.25277
H -5.05646 -1.60188 2.95917
C 1.10535 -4.89030 3.96506
C 1.05767 -3.90062 2.88555
O -0.09672 -3.15274 3.13940
O 1.14233 -4.19770 5.24467
H 2.01776 -5.46576 3.80865
H 0.15857 -5.42041 3.86169
H 0.90718 -4.41202 1.93479
H 1.89493 -3.20602 2.81764
H -0.86106 -3.70299 2.95336
H 0.21703 -3.96708 5.35531
*
```


Density functional theory data (wB97M-V/def2-TZVPD) for a structure of composition C10H5BrCaNO5 at a distorted geometry.

## Properties
Largest force on an atom   4.79 eV Å⁻¹
E_HOMO (spin up / spin down)   -10.33 / -10.33 eV
Relative energy (zero: lowest compared OMol25 entry of this formula, charge and spin)   0.3990 eV
Gap between HOMO and LUMO (spin up / spin down)   5.8 / 5.8 eV
Calculated total energy   -4066.32407 Eh
LUMO (spin up / spin down)   -4.5 / -4.5 eV

ORCA input file:
```
! wB97M-V def2-TZVPD RIJCOSX def2/J DEFGRID3
* xyz 1 1
O 3.36675 3.30790 0.27084
C 2.31651 2.94199 0.54552
Ca 0.80350 1.04837 0.84821
O 4.29274 0.23158 1.19220
C 3.18431 0.53223 1.17519
C 0.13626 -0.96734 1.92946
O -0.12585 -1.98093 2.38415
C -1.29330 1.36383 1.84017
O -2.36476 1.03100 2.21786
C 0.99952 1.40260 3.93955
O 0.97448 1.27133 5.06409
H -0.67758 2.30487 1.60597
Br -3.68658 -2.78841 -2.13889
C -2.08843 -1.78876 -2.01660
C -1.34195 -1.50219 -3.18037
C -0.18004 -0.73260 -3.03094
C 0.19156 -0.28659 -1.75358
N -0.54852 -0.53557 -0.67330
C -1.64798 -1.30891 -0.75632
H -1.71542 -1.88151 -4.13979
H 0.43147 -0.46345 -3.91341
H 1.11535 0.30694 -1.60234
H -2.14205 -1.50638 0.19232
*
```


Density functional theory data (wB97M-V/def2-TZVPD) for a structure of composition C10H5F5IrN2O2S.

## Properties
Largest force on an atom   0.67 eV Å⁻¹
E_HOMO   -12.23 eV
Relative energy (zero: lowest compared OMol25 entry of this formula, charge and spin)   0.2066 eV
Gap between HOMO and LUMO   6.9 eV
Calculated total energy   -1645.60592 Eh
LUMO   -5.3 eV

ORCA input file:
```
! wB97M-V def2-TZVPD RIJCOSX def2/J DEFGRID3
* xyz 1 1
Ir -0.44252 1.46651 -0.91912
F -1.79428 -2.13418 4.43617
C -1.62068 -1.80767 3.17116
C -1.00102 -0.61460 2.83841
F -0.56863 0.22235 3.76553
C -0.84858 -0.32600 1.49874
F -0.22002 0.87276 1.16924
C -1.27044 -1.12610 0.46692
S -1.03147 -0.71064 -1.25003
C -1.88884 -2.31478 0.83138
F -2.31301 -3.13954 -0.11836
C -2.06159 -2.65640 2.16296
F -2.65360 -3.79311 2.47981
O -0.96873 2.20223 -2.70330
C -2.05005 2.70386 -2.22150
O -2.29482 2.42657 -1.00946
H -2.68891 3.33952 -2.83495
N 2.11441 -0.23817 -0.84494
C 3.41517 -0.20340 -1.16028
C 3.69303 1.05722 -1.64315
C 2.47951 1.73578 -1.59307
N 1.52885 0.94379 -1.09194
H 1.55720 -1.01838 -0.53181
H 4.04231 -1.06802 -1.02423
H 4.63876 1.43298 -1.98871
H 2.24796 2.74744 -1.88544
*
```


Q: Which value of largest force on an atom does entry 4 give?
A: 3.79 eV Å⁻¹


Q: The lowest largest force on an atom belongs to which entry?
A: C10H5F5IrN2O2S


Please write out number 2 again, unchanged.
Density functional theory data (wB97M-V/def2-TZVPD) for a structure of composition C10H43N3O9 at a distorted geometry.

## Properties
Largest force on an atom   8.41 eV Å⁻¹
E_HOMO   -8.97 eV
Relative energy (zero: lowest compared OMol25 entry of this formula, charge and spin)   1.4198 eV
Gap between HOMO and LUMO   9.3 eV
Calculated total energy   -1248.10299 Eh
LUMO   0.4 eV

ORCA input file:
```
! wB97M-V def2-TZVPD RIJCOSX def2/J DEFGRID3
* xyz 0 1
N -0.20837 0.39130 0.32299
H -1.20918 0.62340 0.37540
H -0.01453 -0.51021 -0.10495
H 0.22002 0.37632 1.24814
H 0.34123 1.10507 -0.24632
C -4.80059 2.48037 1.03017
C -4.28442 1.08714 0.66256
O -2.90754 0.94220 0.74208
H -5.89132 2.49626 1.05317
H -4.41366 3.21481 0.32154
H -4.42518 2.78733 2.00823
H -4.69448 0.77150 -0.31497
H -4.85146 0.35338 1.27146
O -1.38588 -0.90775 -2.05735
H -1.99916 -1.28767 -1.40510
H -1.14459 -1.62146 -2.65817
O 0.04640 0.13180 3.10813
H -0.91248 0.04812 3.26189
H 0.47997 -0.03466 3.95042
O -2.90385 -1.05578 0.25141
H -2.98904 -0.07479 0.30233
H -3.42204 -1.38881 0.98909
O -1.49165 3.45808 0.99212
H -0.86213 3.38034 1.71623
H -1.89708 2.56678 0.91530
O -2.66260 -0.18176 2.61716
H -3.47482 -0.69519 2.63309
H -2.75779 0.42674 1.84375
O -2.03748 1.77071 -2.24142
H -2.59931 1.75964 -1.44132
H -1.86392 0.83179 -2.41593
C 1.43251 2.67807 -3.85322
C 1.75656 2.03816 -2.53348
C 3.11606 2.40420 -1.93778
O 4.18691 2.04442 -2.79114
C 4.54987 0.69340 -2.65284
N 0.69073 2.29294 -1.52412
H 2.14626 2.39385 -4.62989
H 1.51599 3.77057 -3.80879
H 0.41134 2.47395 -4.17449
H 1.74382 0.94000 -2.61487
H 3.26641 1.98756 -0.93815
H 3.10473 3.49310 -1.82220
H 5.07315 0.53652 -1.70266
H 5.28845 0.42276 -3.40838
H 3.72143 -0.01080 -2.76196
H -0.20362 2.33572 -2.02897
H 0.88502 3.27862 -1.32339
C 0.13770 -3.89330 2.11439
C 1.64756 -3.88241 2.05903
C 2.27008 -2.50066 1.79410
O 1.74639 -1.93417 0.62267
C 2.36545 -2.35015 -0.57175
N 2.19278 -4.50444 3.27625
H -0.28025 -3.60870 3.07974
H -0.27037 -4.87703 1.85575
H -0.31974 -3.30676 1.30843
H 1.97972 -4.55378 1.26186
H 3.34748 -2.68415 1.70347
H 2.18695 -1.88725 2.69124
H 1.75397 -2.05059 -1.42107
H 2.57474 -3.42075 -0.62019
H 3.31475 -1.81360 -0.68905
H 2.03331 -5.50428 3.21542
H 1.65079 -4.24604 4.09493
*
```


Please write out number 2 again, unchanged.
Density functional theory data (wB97M-V/def2-TZVPD) for a structure of composition C10H43N3O9 at a distorted geometry.

## Properties
Largest force on an atom   8.41 eV Å⁻¹
E_HOMO   -8.97 eV
Relative energy (zero: lowest compared OMol25 entry of this formula, charge and spin)   1.4198 eV
Gap between HOMO and LUMO   9.3 eV
Calculated total energy   -1248.10299 Eh
LUMO   0.4 eV

ORCA input file:
```
! wB97M-V def2-TZVPD RIJCOSX def2/J DEFGRID3
* xyz 0 1
N -0.20837 0.39130 0.32299
H -1.20918 0.62340 0.37540
H -0.01453 -0.51021 -0.10495
H 0.22002 0.37632 1.24814
H 0.34123 1.10507 -0.24632
C -4.80059 2.48037 1.03017
C -4.28442 1.08714 0.66256
O -2.90754 0.94220 0.74208
H -5.89132 2.49626 1.05317
H -4.41366 3.21481 0.32154
H -4.42518 2.78733 2.00823
H -4.69448 0.77150 -0.31497
H -4.85146 0.35338 1.27146
O -1.38588 -0.90775 -2.05735
H -1.99916 -1.28767 -1.40510
H -1.14459 -1.62146 -2.65817
O 0.04640 0.13180 3.10813
H -0.91248 0.04812 3.26189
H 0.47997 -0.03466 3.95042
O -2.90385 -1.05578 0.25141
H -2.98904 -0.07479 0.30233
H -3.42204 -1.38881 0.98909
O -1.49165 3.45808 0.99212
H -0.86213 3.38034 1.71623
H -1.89708 2.56678 0.91530
O -2.66260 -0.18176 2.61716
H -3.47482 -0.69519 2.63309
H -2.75779 0.42674 1.84375
O -2.03748 1.77071 -2.24142
H -2.59931 1.75964 -1.44132
H -1.86392 0.83179 -2.41593
C 1.43251 2.67807 -3.85322
C 1.75656 2.03816 -2.53348
C 3.11606 2.40420 -1.93778
O 4.18691 2.04442 -2.79114
C 4.54987 0.69340 -2.65284
N 0.69073 2.29294 -1.52412
H 2.14626 2.39385 -4.62989
H 1.51599 3.77057 -3.80879
H 0.41134 2.47395 -4.17449
H 1.74382 0.94000 -2.61487
H 3.26641 1.98756 -0.93815
H 3.10473 3.49310 -1.82220
H 5.07315 0.53652 -1.70266
H 5.28845 0.42276 -3.40838
H 3.72143 -0.01080 -2.76196
H -0.20362 2.33572 -2.02897
H 0.88502 3.27862 -1.32339
C 0.13770 -3.89330 2.11439
C 1.64756 -3.88241 2.05903
C 2.27008 -2.50066 1.79410
O 1.74639 -1.93417 0.62267
C 2.36545 -2.35015 -0.57175
N 2.19278 -4.50444 3.27625
H -0.28025 -3.60870 3.07974
H -0.27037 -4.87703 1.85575
H -0.31974 -3.30676 1.30843
H 1.97972 -4.55378 1.26186
H 3.34748 -2.68415 1.70347
H 2.18695 -1.88725 2.69124
H 1.75397 -2.05059 -1.42107
H 2.57474 -3.42075 -0.62019
H 3.31475 -1.81360 -0.68905
H 2.03331 -5.50428 3.21542
H 1.65079 -4.24604 4.09493
*
```